Record 1
18
Properties=species:S:1:pos:R:3 method="wB97M-V/def2-TZVPD" lumo_ev=0.520 total_energy_ha=-459.255851 smiles="O=CCCC=O.O.O"
C -1.673 1.391 -0.242
C -0.337 0.755 -0.244
C 0.732 1.570 -0.842
O 1.805 1.418 -0.385
C -2.923 0.412 -0.149
O -3.723 0.711 0.732
H -1.811 1.993 -1.082
H -1.797 2.103 0.728
H -0.484 -0.236 -0.753
H 0.053 0.724 0.878
H 0.260 2.521 -1.456
H -2.894 -0.698 -0.806
H 1.756 -2.258 1.657
H 1.039 -2.093 0.468
O 0.803 -1.952 1.335
H 4.405 -2.216 -0.655
H 3.762 -3.663 -0.698
O 3.730 -2.796 -0.360



Record 2
18
Properties=species:S:1:pos:R:3 method="wB97M-V/def2-TZVPD" lumo_ev=0.553 total_energy_ha=-459.263756
C -2.503 0.315 0.167
C 2.210 -0.976 -0.161
C -1.295 -0.575 -0.145
C 0.572 1.084 0.063
O 1.261 1.837 -0.831
O 0.164 1.796 1.115
O 1.832 -0.096 0.868
O -0.224 0.268 -0.649
H -2.408 1.252 -0.321
H -3.573 -0.114 -0.083
H -2.485 0.532 1.309
H 1.446 -1.811 -0.263
H 3.264 -1.542 0.337
H 2.484 -0.571 -1.088
H -1.605 -1.223 -0.978
H -0.967 -1.165 0.664
H 1.876 2.264 -0.209
H -0.592 1.340 1.566



Record 3
16
Properties=species:S:1:pos:R:3 method="wB97M-V/def2-TZVPD" lumo_ev=0.640 total_energy_ha=-631.670059
C -2.958 -0.217 -0.409
C -1.621 -0.411 0.464
C -0.389 0.298 -0.158
C 0.590 -0.718 0.336
H -3.930 -0.792 -0.182
H -2.827 -0.650 -1.358
H -3.515 0.866 -0.428
H -1.823 0.044 1.578
H -1.490 -1.577 0.807
H -0.671 0.005 -1.165
H 1.007 1.529 -0.242
H 0.182 -1.738 -0.158
H 0.511 -0.815 1.256
H 2.344 0.530 0.960
O -0.129 1.598 0.197
S 2.345 -0.244 -0.253



Record 4
16
Properties=species:S:1:pos:R:3 method="wB97M-V/def2-TZVPD" lumo_ev=0.856 total_energy_ha=-631.732062 smiles="C=CO.CSC"
C 1.264 1.293 0.591
S 1.899 -0.443 0.442
C 1.756 -0.732 -1.390
H 0.199 1.344 0.548
H 1.747 2.117 -0.136
H 1.593 1.432 1.702
H 1.560 0.271 -1.884
H 2.757 -1.089 -1.661
H 0.897 -1.454 -1.544
C -1.909 0.247 -0.078
C -2.100 -1.021 0.348
O -1.897 -1.270 1.782
H -1.520 0.446 -1.075
H -2.227 1.123 0.550
H -1.851 -1.867 -0.340
H -2.167 -0.397 2.144



Record 5
16
Properties=species:S:1:pos:R:3 method="wB97M-V/def2-TZVPD" lumo_ev=0.678 total_energy_ha=-631.772122 smiles="CC=O.CCS"
C 2.095 0.283 1.645
C 2.399 1.021 0.354
S 3.311 2.552 0.891
H 2.968 -0.118 2.142
H 1.565 -0.586 1.290
H 1.427 0.794 2.296
H 2.941 0.454 -0.401
H 1.408 1.308 -0.174
H 4.567 2.285 0.491
O -2.080 -2.566 -0.922
C -2.399 -1.350 -1.022
C -3.889 -1.007 -1.367
H -1.814 -0.358 -0.923
H -3.897 -0.971 -2.429
H -4.014 -0.013 -0.884
H -4.587 -1.730 -0.988



Record 6
16
Properties=species:S:1:pos:R:3 method="wB97M-V/def2-TZVPD" lumo_ev=0.966 total_energy_ha=-631.795901 smiles=COC[C@@H](C)S
C 2.077 -0.900 -1.106
C 0.243 -0.417 0.120
C -1.012 0.465 0.113
C -1.968 0.354 1.330
H 2.655 -0.469 -0.292
H 1.904 -1.966 -1.088
H 2.545 -0.605 -2.056
H -0.092 -1.491 0.251
H 0.925 0.019 0.889
H -1.560 0.200 -0.806
H -1.349 0.596 2.231
H -2.796 1.070 1.269
H -2.334 -0.672 1.330
H 0.439 1.873 -0.972
O 0.845 -0.232 -1.148
S -0.522 2.173 -0.067



Record 7
16
Properties=species:S:1:pos:R:3 method="wB97M-V/def2-TZVPD" lumo_ev=0.949 total_energy_ha=-631.795953 smiles=CCOCSC
C 0.707 0.929 2.477
C 0.364 0.817 1.037
C -1.197 -0.539 -0.262
C 0.157 -1.060 -2.673
H -0.085 0.742 3.216
H 1.013 1.981 2.605
H 1.578 0.327 2.741
H 1.210 1.075 0.319
H -0.394 1.538 0.812
H -2.035 0.067 0.002
H -1.464 -1.617 -0.419
H 0.613 -0.724 -3.607
H 0.974 -1.316 -2.038
H -0.422 -1.919 -2.994
O -0.158 -0.531 0.687
S -0.861 0.232 -1.902



Record 8
16
Properties=species:S:1:pos:R:3 method="wB97M-V/def2-TZVPD" lumo_ev=0.896 total_energy_ha=-631.739961 smiles=CO[C@H](C)SC
C -1.797 -0.797 0.775
C 0.591 0.642 -0.226
C 0.068 2.099 0.199
C 1.871 -1.212 -0.034
H -1.049 -1.241 1.583
H -2.248 0.099 1.243
H -2.779 -1.369 0.423
H 1.045 0.902 -1.207
H -0.689 2.089 1.106
H -0.386 2.489 -0.911
H 0.918 2.743 0.497
H 1.203 -2.104 -0.168
H 2.257 -0.876 -1.129
H 2.778 -1.534 0.512
O 1.327 -0.049 0.610
S -1.004 -0.325 -0.695